No. 1
Computed, not measured: a 2-piece molecular cluster, C27H45F2Si4 overall at a distorted geometry, with wB97M-V/def2-TZVPD.

```
! wB97M-V def2-TZVPD RIJCOSX def2/J DEFGRID3
* xyz 1 1
C -0.91 -2.64 5.48
Si 0.17 -3.03 4.02
C 1.91 -3.61 4.29
C -0.82 -4.36 2.80
C 0.14 -1.59 2.85
Si -0.79 -2.64 1.67
H -0.02 1.35 -1.25
C 0.17 -3.05 0.12
Si 1.08 -2.19 -1.33
C 1.80 -3.63 -2.32
C -0.04 -1.27 -2.50
C 2.54 -1.12 -0.84
C -2.63 -2.22 1.51
Si -3.76 -0.76 1.11
C -4.83 -1.31 -0.34
C -4.89 -0.51 2.60
C -3.06 0.92 0.64
H -1.88 -2.21 5.20
H -1.09 -3.57 6.06
H -0.39 -1.92 6.13
H 2.49 -3.69 3.36
H 2.44 -2.90 4.95
H 1.89 -4.60 4.78
H -0.37 -4.92 1.97
H -0.38 -4.86 3.72
H -1.91 -4.52 2.84
H -0.47 -0.73 3.18
H 1.11 -1.29 2.42
H 1.02 -3.70 0.46
H -0.54 -3.72 -0.42
H 2.25 -3.23 -3.24
H 2.60 -4.17 -1.78
H 1.04 -4.36 -2.62
H 0.50 -1.11 -3.45
H -0.93 -1.86 -2.74
H -0.36 -0.29 -2.13
H 2.88 -0.56 -1.73
H 2.29 -0.39 -0.06
H 3.39 -1.74 -0.51
H -2.92 -2.99 0.76
H -3.09 -2.52 2.48
H -5.40 -0.45 -0.71
H -4.22 -1.70 -1.17
H -5.55 -2.09 -0.05
H -5.62 0.27 2.37
H -5.46 -1.42 2.86
H -4.33 -0.20 3.50
H -3.91 1.60 0.48
H -2.43 1.33 1.44
H -2.48 0.90 -0.30
F -1.19 3.00 -5.78
C -1.48 3.23 -4.45
C -2.77 3.58 -4.09
C -3.10 3.62 -2.73
C -2.12 3.39 -1.76
C -0.82 3.02 -2.15
C 0.12 2.40 -1.12
C 1.59 2.55 -1.34
C 2.56 2.87 -0.42
C 3.82 3.44 -0.85
C 3.96 3.81 -2.21
C 5.05 4.56 -2.62
F 5.06 4.98 -3.92
C 6.08 4.91 -1.77
C 6.02 4.45 -0.45
C 4.93 3.71 0.01
C -0.47 3.04 -3.51
H -3.49 3.83 -4.86
H -4.12 3.82 -2.43
H -2.34 3.49 -0.69
H -0.15 2.70 -0.10
H 1.88 2.17 -2.34
H 2.40 2.73 0.66
H 3.17 3.57 -2.91
H 6.89 5.53 -2.14
H 6.84 4.68 0.23
H 4.89 3.33 1.03
H 0.55 2.85 -3.85
*
```

Summary:
Kohn-Sham gap, eV: 7.46
HOMO, eV: -10.018



No. 2
Computed, not measured: one molecule with the formula C4H10O2 at a distorted geometry, with wB97M-V/def2-TZVPD.

```
! wB97M-V def2-TZVPD RIJCOSX def2/J DEFGRID3
* xyz 0 1
C 1.09 1.02 -1.78
C 0.66 -0.31 -1.01
C 0.39 -0.53 0.78
O 0.39 0.89 0.66
C -1.02 -1.00 1.26
O -1.57 0.11 2.00
H 1.25 0.78 -2.85
H 0.37 1.85 -1.76
H 2.04 1.42 -1.41
H -0.33 -0.57 -1.37
H 1.41 -1.04 -1.23
H 1.05 -0.74 1.68
H -0.52 1.14 0.78
H -1.02 -1.89 1.91
H -1.67 -1.21 0.41
H -2.53 0.10 1.93
*
```

Summary:
Kohn-Sham gap, eV: 9.07
Structure (SMILES): CC[C@@H](O)CO
HOMO, eV: -8.333



No. 3
Computed, not measured: a 2-piece molecular cluster, C4H9NO overall at a distorted geometry, with wB97M-V/def2-TZVPD.

```
! wB97M-V def2-TZVPD RIJCOSX def2/J DEFGRID3
* xyz 0 1
C 0.58 -3.14 -0.24
C 0.61 -2.31 0.78
N -0.30 -1.25 1.00
H -0.22 -3.02 -0.96
H 1.32 -3.93 -0.27
H 1.42 -2.33 1.51
H -0.82 -1.10 0.13
H 0.19 -0.40 1.22
O 0.34 1.77 -1.48
C 0.18 2.28 -0.40
C -1.21 2.55 0.12
H 1.06 2.39 0.27
H -1.26 3.03 1.10
H -1.63 1.56 0.23
H -1.79 3.16 -0.57
*
```

Summary:
Kohn-Sham gap, eV: 9.56
Structure (SMILES): C=CN.CC=O
HOMO, eV: -8.654



No. 4
Computed, not measured: a 2-piece molecular cluster, H3OPS2 overall, with wB97M-V/def2-TZVPD.

```
! wB97M-V def2-TZVPD RIJCOSX def2/J DEFGRID3
* xyz 0 1
O -0.08 -0.34 1.56
P 0.17 0.45 0.18
S 1.49 1.85 0.41
S 0.72 -1.13 -1.14
H -0.86 -0.91 1.52
H -2.41 0.38 -0.38
H 0.98 -0.30 -2.15
*
```

Summary:
Kohn-Sham gap (spin up / spin down), eV: 7.55 / 7.43
HOMO (spin up / spin down), eV: -9.526 / -8.711



No. 5
Computed, not measured: C3H14MgNO as an isolated structure at a distorted geometry, with wB97M-V/def2-TZVPD.

```
! wB97M-V def2-TZVPD RIJCOSX def2/J DEFGRID3
* xyz -1 1
C -1.88 -0.92 -1.73
Mg 2.30 -0.81 -0.53
N 1.58 0.45 -2.13
H -3.33 -0.04 -1.39
H -2.71 -0.92 -1.02
H -1.01 -1.19 -1.08
H -2.04 -1.73 -2.47
H -1.72 0.07 -2.18
H 2.34 0.51 -2.80
H 1.41 1.39 -1.77
H 0.73 0.12 -2.57
C 0.01 0.47 2.95
C 0.59 0.71 1.56
O 1.44 -0.57 1.16
H -0.51 -0.48 3.07
H -0.74 1.26 3.04
H 0.71 0.54 3.80
H -0.16 0.74 0.76
H 1.31 1.51 1.39
H 1.67 -1.12 1.94
*
```

Summary:
Kohn-Sham gap (spin up / spin down), eV: 3.36 / 3.36
HOMO (spin up / spin down), eV: -0.695 / -0.694



No. 6
Computed, not measured: one molecule with the formula C4H4S2 at a distorted geometry, with wB97M-V/def2-TZVPD.

```
! wB97M-V def2-TZVPD RIJCOSX def2/J DEFGRID3
* xyz 0 1
C 0.25 0.63 0.45
C -0.38 -0.69 0.71
C -1.15 0.12 -0.26
C 0.99 0.04 -0.72
S 0.90 -1.74 -0.03
S -0.31 0.13 -1.89
H 0.60 1.26 1.19
H -0.85 -0.72 1.68
H -1.94 0.70 0.16
H 1.88 0.28 -1.27
*
```

Summary:
Kohn-Sham gap, eV: 8.82
Structure (SMILES): S1[C@H]2S[C@H]3[C@@H]1[C@@H]23
HOMO, eV: -8.246



No. 7
Computed, not measured: C32H27Cl2EuN7O3 as an isolated structure at a distorted geometry, with wB97M-V/def2-TZVPD.

```
! wB97M-V def2-TZVPD RIJCOSX def2/J DEFGRID3
* xyz -2 8
Eu 0.32 -0.11 -0.30
Cl 0.65 -2.50 6.59
C 1.04 -2.31 4.89
C 0.53 -1.22 4.21
C 0.77 -1.02 2.85
N 0.17 0.01 2.13
C -0.06 1.20 2.71
O 0.27 1.60 3.83
C -0.91 2.15 1.86
C -1.28 3.38 2.38
C -2.12 4.18 1.63
C -2.58 3.74 0.40
C -2.16 2.50 -0.04
N -1.33 1.74 0.66
C 1.59 -1.97 2.16
C 2.12 -3.05 2.88
C 1.84 -3.23 4.22
Cl 2.51 -4.63 5.03
N 1.73 -1.82 0.79
C 2.77 -2.39 0.13
O 3.80 -2.91 0.61
C 2.61 -2.44 -1.36
C 3.58 -3.10 -2.12
C 3.36 -3.31 -3.46
C 2.16 -2.87 -4.03
C 1.26 -2.20 -3.22
N 1.47 -1.96 -1.93
H -0.07 -0.51 4.75
H -0.90 3.65 3.35
H -2.41 5.16 2.00
H -3.21 4.35 -0.23
H -2.45 2.10 -1.01
H 2.76 -3.76 2.37
H 4.47 -3.44 -1.61
H 4.10 -3.82 -4.07
H 1.92 -3.03 -5.07
H 0.33 -1.82 -3.63
N -1.16 5.17 -2.25
C -0.23 4.61 -1.83
N 0.90 4.13 -1.37
C 1.18 2.89 -1.10
N 1.58 1.82 -0.85
C -3.44 -1.29 -0.15
C -2.84 -2.35 -1.08
C -1.63 -3.02 -0.43
C -2.61 -1.88 -2.51
C -3.15 -2.63 -3.54
C -3.02 -2.26 -4.88
C -2.34 -1.08 -5.15
C -1.77 -0.29 -4.16
C -1.08 1.00 -4.57
C 0.44 0.97 -4.43
C -1.65 2.23 -3.88
C -1.86 -0.71 -2.80
O -1.26 -0.05 -1.84
H -3.85 -1.77 0.74
H -4.24 -0.73 -0.64
H -2.70 -0.56 0.19
H -3.60 -3.13 -1.17
H -0.80 -2.33 -0.25
H -1.22 -3.81 -1.07
H -1.89 -3.45 0.54
H -3.71 -3.53 -3.28
H -3.45 -2.86 -5.67
H -2.24 -0.75 -6.18
H -1.30 1.09 -5.64
H 0.75 0.81 -3.40
H 0.87 1.93 -4.75
H 0.89 0.18 -5.04
H -1.43 2.21 -2.82
H -2.74 2.29 -4.00
H -1.22 3.15 -4.29
*
```

Summary:
Kohn-Sham gap (spin up / spin down), eV: 4.93 / 6.47
HOMO (spin up / spin down), eV: -0.578 / -2.117
⟨S²⟩: 15.759



Number 1: DFT total energy -2413.3229 Eh. Number 2: DFT total energy -308.7455 Eh. Number 3: DFT total energy -287.7538 Eh. Number 4: DFT total energy -1214.6842 Eh. Number 5: DFT total energy -452.5551 Eh. Number 6: DFT total energy -951.0512 Eh. Number 7: DFT total energy -3475.5983 Eh.